1.
The following is a quantum chemistry calculation of 9 unconnected molecules or ions with the total composition C9H36O9 in a non-equilibrium geometry, from the OMol25 dataset.

Results
SMILES: CC(C)O.CC(C)O.CC(C)O.O.O.O.O.O.O
Calculated total energy: -28345.02881 eV

Atoms and positions in Å:
C 4.488 3.629 0.301
C 2.952 3.613 0.405
C 2.255 3.186 -0.878
O 2.579 2.767 1.494
H 4.815 4.394 -0.411
H 4.851 2.647 -0.015
H 4.975 3.899 1.236
H 2.731 4.641 0.709
H 2.928 2.515 -1.416
H 2.055 4.078 -1.480
H 1.265 2.732 -0.839
H 2.502 1.894 1.089
C 1.259 -4.202 0.524
C 0.189 -3.320 1.180
C -1.130 -3.478 0.451
O 0.119 -3.688 2.562
H 1.449 -3.809 -0.481
H 0.966 -5.246 0.389
H 2.201 -4.183 1.071
H 0.503 -2.279 1.159
H -1.861 -2.760 0.825
H -1.602 -4.433 0.701
H -1.031 -3.318 -0.621
H -0.164 -4.609 2.600
C -2.500 1.276 2.659
C -3.469 0.175 2.249
C -4.643 0.722 1.456
O -2.666 -0.694 1.427
H -2.853 1.982 3.407
H -2.127 1.782 1.763
H -1.578 0.823 3.034
H -3.770 -0.384 3.139
H -4.304 1.132 0.503
H -5.090 1.594 1.939
H -5.389 -0.064 1.333
H -3.290 -1.247 0.940
O -2.183 1.005 -2.057
H -2.845 1.672 -2.265
H -1.464 1.130 -2.714
O 0.001 1.253 -4.047
H 0.571 0.688 -3.490
H -0.175 0.717 -4.829
O 1.678 -0.706 -2.641
H 0.832 -1.120 -2.390
H 2.259 -0.855 -1.880
O 0.039 -0.065 -0.080
H -0.925 -0.040 0.032
H 0.209 0.466 -0.869
O 2.871 -0.268 0.125
H 1.969 -0.378 0.477
H 3.411 -0.881 0.638
O -0.930 -1.454 -2.654
H -1.626 -0.789 -2.547
H -1.310 -2.139 -3.214

Results of the Mulliken charge analysis, in e, for atoms 1 through 4: atom 1 (C): -1.2965, atom 2 (C): 0.5594, atom 3 (C): -1.2192, atom 4 (O): -0.5939

2.
The following is a quantum chemistry calculation of a molecular structure, C9H3Cl3F3NS6ScSi, from the OMol25 dataset.

Results
Calculated total energy: -150192.57314 eV
Charge: -1

Atoms and positions in Å:
Sc 0.082 -0.183 0.206
F 1.792 -0.282 -5.055
C 0.654 -0.979 -4.934
F 0.980 -2.223 -4.584
F 0.119 -1.053 -6.170
C -0.307 -0.338 -3.963
C -1.567 0.032 -4.388
C -2.485 0.590 -3.503
C -2.098 0.733 -2.195
N -0.875 0.394 -1.781
C 0.044 -0.122 -2.616
S 1.580 -0.511 -1.881
H -1.842 -0.124 -5.422
H -3.477 0.879 -3.816
H -2.767 1.118 -1.435
S -0.437 0.799 7.351
C -0.218 0.780 5.709
S -1.402 1.296 4.581
C -0.525 0.959 3.109
C 0.683 0.397 3.269
S 1.820 -0.059 2.003
S 1.152 0.104 4.927
S -1.297 1.390 1.586
Cl -2.944 -2.618 -0.690
Si -1.181 -2.597 0.474
Cl -0.155 -4.307 -0.168
Cl -1.829 -3.065 2.402

Results of the Mulliken charge analysis, in e, for atoms 1 through 4: atom 1 (Sc): 0.3755, atom 2 (F): -0.2168, atom 3 (C): 0.6213, atom 4 (F): -0.2128

3.
The following is a quantum chemistry calculation of a molecular structure, C9H4AsCl2NOS7SbW in a non-equilibrium geometry, from the OMol25 dataset.

Results
Calculated total energy: -183031.21801 eV
2S+1: 2
Expectation value of S²: 0.7679

Atoms and positions in Å:
W 1.336 1.262 -0.963
Cl 3.122 -2.031 2.013
C 1.439 -1.871 1.694
C 0.535 -2.869 2.128
C -0.805 -2.736 1.908
Cl -1.889 -3.960 2.482
C -1.326 -1.619 1.202
C -2.689 -1.347 0.930
C -3.010 -0.229 0.219
C -1.989 0.607 -0.289
N -0.727 0.376 -0.044
C -0.401 -0.688 0.732
C 0.968 -0.778 1.030
O 1.702 0.253 0.611
H 0.917 -3.734 2.651
H -3.454 -2.020 1.293
H -4.038 0.031 0.011
H -2.225 1.473 -0.896
S 3.988 3.809 -3.544
As 2.902 2.671 -2.304
S 1.615 -1.033 -1.978
S 3.810 1.522 -0.754
S 2.316 0.137 -3.362
S -2.415 4.100 -0.883
Sb -0.298 3.955 -1.646
S 0.887 3.081 0.403
S -0.272 1.640 -2.644

Results of the Mulliken charge analysis, in e, for atoms 1 through 4: atom 1 (W): 0.1839, atom 2 (Cl): -0.1940, atom 3 (C): 0.4880, atom 4 (C): -0.7491

4.
The following is a quantum chemistry calculation of a molecular structure, C9H4AuO6S in a non-equilibrium geometry, from the OMol25 dataset.

Results
Calculated total energy: -36211.12219 eV
2S+1: 3
Charge: -1
Expectation value of S²: 2.0094

Atoms and positions in Å:
Au -12.739 -4.115 -4.178
O -13.452 -6.709 -4.793
C -14.351 -7.095 -5.472
O -15.158 -7.598 -6.109
C -10.064 -6.811 -5.594
O -10.252 -6.936 -4.447
O -9.852 -6.569 -6.746
O -13.121 -0.071 -4.800
C -12.700 -1.211 -4.862
O -13.495 -2.275 -4.848
C -11.193 -1.311 -5.138
C -10.790 -0.289 -6.012
C -9.480 -0.056 -6.283
C -8.490 -0.870 -5.684
C -8.904 -1.943 -4.886
C -10.263 -2.200 -4.645
S -10.668 -3.571 -3.627
H -11.559 0.365 -6.316
H -9.103 0.762 -6.903
H -7.444 -0.861 -6.056
H -8.125 -2.678 -4.555

Results of the Mulliken charge analysis, in e, for atoms 1 through 4: atom 1 (Au): -0.0580, atom 2 (O): -0.1275, atom 3 (C): 0.4133, atom 4 (O): -0.3018

5.
The following is a quantum chemistry calculation of a molecular structure, C9H4ClNNiO4 in a non-equilibrium geometry, from the OMol25 dataset.

Results
Calculated total energy: -72622.18151 eV
2S+1: 3
Charge: +2
Expectation value of S²: 2.0303

Atoms and positions in Å:
O -1.709 2.392 -0.341
C -1.354 1.356 0.061
Ni -0.328 -0.148 0.144
O -0.185 -0.706 -3.095
C -0.081 -0.592 -1.960
C -1.388 -0.850 1.253
O -2.173 -1.337 1.970
C 0.812 -1.480 0.574
O 1.659 -2.282 0.549
Cl 3.865 3.057 2.419
C 3.066 2.717 0.958
C 3.351 3.435 -0.213
C 2.646 3.127 -1.376
C 1.670 2.125 -1.338
N 1.426 1.445 -0.215
C 2.096 1.714 0.924
H 4.110 4.219 -0.177
H 2.828 3.645 -2.307
H 1.075 1.870 -2.214
H 1.850 1.142 1.809

Results of the Mulliken charge analysis, in e, for atoms 1 through 4: atom 1 (O): -0.1663, atom 2 (C): 0.4234, atom 3 (Ni): 0.3368, atom 4 (O): -0.1103

6.
The following is a quantum chemistry calculation of 19 unconnected molecules or ions with the total composition C9H54NO19 in a non-equilibrium geometry, from the OMol25 dataset.

Results
Calculated total energy: -50603.21806 eV
Charge: -1

Atoms and positions in Å:
C -2.583 -0.362 1.586
C -1.297 -0.827 0.804
C -1.900 -1.231 -0.550
C -0.800 -1.449 -1.577
C -0.009 -0.119 -1.655
C 0.579 0.428 -0.340
N -0.446 0.344 0.700
O 0.029 0.724 1.976
C 0.986 1.868 -0.606
C 1.840 -0.387 0.000
C -0.667 -2.094 1.461
H -2.826 0.631 1.212
H -2.325 -0.171 2.631
H -3.328 -1.155 1.636
H -2.576 -0.452 -0.906
H -2.446 -2.165 -0.395
H -1.245 -1.614 -2.560
H -0.119 -2.269 -1.345
H -0.770 0.634 -1.904
H 0.703 -0.080 -2.482
H 0.106 2.500 -0.730
H 1.611 1.930 -1.500
H 1.563 2.226 0.247
H 2.367 -0.020 0.881
H 2.539 -0.208 -0.822
H 1.593 -1.428 0.209
H 0.115 -1.870 2.183
H -0.291 -2.752 0.677
H -1.411 -2.673 2.014
O -0.528 -4.921 -2.760
H -0.229 -4.030 -2.549
H -1.318 -4.792 -3.288
O -0.925 3.402 1.570
H -1.769 3.174 1.174
H -0.562 2.546 1.878
O 2.271 -0.758 3.287
H 1.575 -0.675 2.608
H 1.838 -0.498 4.107
O 2.743 -0.259 -4.467
H 1.832 -0.569 -4.461
H 2.689 0.665 -4.175
O -4.356 0.735 4.390
H -5.118 0.794 3.804
H -4.339 1.578 4.854
O 0.456 3.434 -3.314
H -0.336 3.503 -3.855
H 0.178 2.938 -2.535
O -4.251 1.013 -3.739
H -4.169 0.820 -2.799
H -3.422 1.444 -3.969
O -1.254 1.445 4.647
H -0.681 1.278 3.885
H -2.103 1.082 4.377
O -0.146 5.699 -0.279
H -0.470 5.040 0.347
H 0.825 5.584 -0.262
O -6.106 -1.229 2.016
H -5.555 -1.719 1.398
H -5.922 -1.629 2.871
O 3.409 -4.121 -0.611
H 3.532 -3.557 0.176
H 3.165 -3.496 -1.323
O 4.237 1.094 2.565
H 4.986 1.144 3.163
H 3.575 0.557 3.037
O 3.571 -2.633 1.632
H 3.535 -1.773 2.072
H 3.441 -3.272 2.339
O 2.449 5.057 0.072
H 2.374 4.660 0.948
H 2.826 5.929 0.230
O -1.312 -1.964 4.682
H -1.047 -1.428 3.924
H -1.527 -2.823 4.308
O 2.915 -2.454 -2.679
H 2.884 -1.674 -2.113
H 3.511 -2.209 -3.393
O -2.048 -2.836 -4.803
H -2.484 -2.053 -5.154
H -2.630 -3.136 -4.098
O 3.500 2.409 -3.825
H 4.361 2.797 -3.646
H 2.936 2.723 -3.108

Results of the Mulliken charge analysis, in e, for atoms 1 through 4: atom 1 (C): -1.6963, atom 2 (C): 2.3624, atom 3 (C): -1.5849, atom 4 (C): 0.2076